C38H99CdN6O15 | ωB97M-V/def2-TZVPD

* orbital gap: 3.49 eV
* HOMO level: -0.370 Eh
* energy above the lowest of the compared OMol25 structures with the same formula, charge and spin: 391.94 kJ/mol
* F_max: 0.0662 hartree/bohr
* charge: +1
* molecular weight: 992.65 g mol⁻¹

Last column: Löwdin charge in e.
Atoms and positions in Å:
C 0.2850 6.3551 4.3447  -0.221
C -3.4258 -5.7578 7.4632  -0.241
H -6.0174 -5.6334 6.9970  0.085
O 0.4614 6.8145 -0.3755  -0.208
H 4.9157 -1.3056 0.5565  0.089
H -1.4627 -5.6017 8.1542  0.117
H -7.1390 -3.7988 -1.5604  0.084
C -5.5052 -6.3929 6.4062  -0.084
H -4.7684 3.0012 -0.4148  0.093
H -1.8267 6.7882 4.3415  0.118
C -1.0760 6.5710 3.5816  -0.188
H 1.3939 3.1706 -2.2169  0.078
H 3.6488 -3.6204 -3.5388  0.098
H 1.9392 5.3646 6.1140  0.078
H -2.6692 6.4464 1.3231  0.114
O -0.8132 -3.0526 4.0163  -0.179
H 1.2988 -1.5383 -1.7945  0.094
C 4.0240 -0.7737 2.1423  -0.225
H 3.9663 -5.4555 -4.4154  0.068
H -4.4313 -3.0281 -8.2896  0.094
H 1.0971 -2.6642 0.3235  0.066
C -4.4816 -2.8694 -1.7155  -0.230
H -2.1380 1.0194 1.3319  0.108
H -4.7183 -1.3342 -8.0640  0.090
H -1.2879 -3.1729 -4.6019  0.112
H 2.3383 -0.2667 -4.6401  0.090
H 1.6994 8.4992 0.3198  0.094
O 2.7972 -2.6434 1.1715  -0.161
H -3.3171 3.4467 1.5864  0.124
C 2.6255 -1.4493 1.8853  -0.210
H -1.8416 -2.9765 -6.8727  0.117
H 7.7764 0.0925 1.5943  0.123
H 5.6244 1.1976 1.7331  0.112
H 5.8694 0.9201 0.0891  0.111
H 5.9697 -1.9300 -2.8478  0.120
C -2.2829 -2.7605 -4.7691  -0.182
H 7.2664 -3.5890 -4.1293  0.115
H -0.0110 4.9730 -4.7897  0.117
O -5.6756 -2.5183 -2.3744  -0.201
O 7.2538 -1.4352 0.2612  -0.189
H 0.8858 -2.5955 5.0745  0.113
H -1.7988 1.5528 -4.3857  0.098
C -0.4727 7.5687 -1.1661  -0.195
H 5.5215 -3.3643 -2.1198  0.116
H 9.2112 -1.6495 0.9034  0.082
O -3.9852 4.8322 0.2694  -0.178
H -2.3961 -3.2011 -2.0309  0.119
H 0.6571 7.6520 1.4810  0.065
H 1.4629 4.0116 5.2699  0.061
C -1.5328 -0.2549 -0.3114  -0.077
C -4.2949 3.9158 -0.7718  -0.093
C -0.9434 -1.9199 3.1369  -0.102
H -5.9653 -6.4844 5.4223  0.083
H 0.3875 5.4698 -2.6305  0.075
O 0.8547 3.0371 -1.4374  -0.125
H -4.4635 -3.9382 -1.5023  0.123
H -2.7331 4.4060 -3.5449  0.114
H 1.0165 -3.5630 1.7410  0.086
C -3.1854 -2.6510 -2.5433  -0.216
H 4.9900 -6.8801 -4.4655  0.089
H 0.7052 -0.0821 -3.6997  0.066
H 1.6774 -3.1254 -2.2456  0.115
H 3.9389 0.1249 2.7533  0.115
H -1.1425 -2.2748 2.1257  0.064
H 2.0631 -0.6121 1.4719  0.095
H -2.9493 -1.5924 -2.6509  0.086
H -3.8261 -4.7900 7.7653  0.127
C 5.7744 0.3783 1.0301  -0.205
H -3.0598 -1.8509 -8.3607  0.088
C -1.7430 4.0681 -3.8509  -0.179
H 0.8881 4.2689 6.9935  0.095
H -5.0571 4.3696 -1.4053  0.095
N 4.5506 -0.4187 0.8731  -0.065
C -1.3906 1.0274 0.5385  -0.363
C -3.9929 -2.1237 -7.8677  -0.125
H -2.0360 4.0181 0.5941  0.098
C 6.9216 -0.5395 1.3536  -0.207
H -3.0953 -4.0772 -6.3206  0.130
H -1.8774 5.8357 -1.6365  0.103
C 1.6845 -3.3793 0.8995  -0.113
H 0.2584 -4.8665 5.8176  0.119
C -6.8768 -2.7408 -1.5531  -0.067
H -3.4739 -6.6347 8.1088  0.123
H -1.5497 -6.4570 6.6809  0.120
H 0.5121 1.1004 3.0311  -0.029
H -3.4330 3.7011 -1.4035  0.056
O 5.9354 -5.1291 -3.9757  -0.194
H -7.7513 -2.2887 -2.0212  0.082
H 1.8838 -4.2369 0.2570  0.105
C 5.5042 -2.8835 -3.0978  -0.231
H 6.6832 -1.1177 2.2463  0.117
H -6.7969 -2.3642 -0.5334  0.081
H 0.0473 2.6437 -1.7686  0.023
H 1.0279 5.9939 3.6336  0.097
C 6.1821 -3.6860 -4.1836  -0.153
O -0.0071 5.4862 5.4365  -0.200
O 0.9080 1.4255 3.8397  -0.051
H -0.1212 -1.2289 2.9511  0.058
N 4.1132 -2.7320 -3.4153  -0.062
H 0.1618 -3.7052 7.1272  0.122
C -0.3185 -4.0256 6.2027  -0.239
H -2.5021 -0.2124 -0.8082  0.063
C 1.2324 7.5445 0.5614  -0.107
C -0.8535 5.3005 -4.1806  -0.179
O -0.0732 1.4026 0.9314  -0.482
H 4.6869 -1.4946 2.6208  0.118
H -1.4022 6.1015 -4.6760  0.122
N -0.3329 6.0521 -3.0331  -0.083
H -5.5898 -7.3850 6.8497  0.083
C 4.9563 -5.8152 -4.6956  -0.129
O 1.5493 -1.9934 -3.8854  -0.202
H -1.4422 -1.2619 0.0960  0.058
H -3.5035 5.7280 2.6205  0.121
H 8.2475 -3.0082 1.3316  0.089
C 1.0751 4.7079 6.0135  -0.068
H -4.4904 -2.2276 -0.8346  0.109
H 3.7964 -2.1382 -1.4721  0.089
H 1.5739 2.0478 3.5475  -0.013
H -0.9560 7.4247 2.9145  0.094
O -1.2051 3.0346 -2.9819  -0.227
H -0.5616 -1.9637 5.7650  0.122
H 5.8847 -3.3059 -5.1609  0.122
H 2.3291 -1.5659 2.9277  0.112
C -2.7072 -3.0640 -6.2161  -0.240
H 2.0923 6.9051 0.7611  0.077
H -0.8346 -0.3210 -1.1458  0.043
H -2.2069 -4.2263 5.6541  0.111
C -1.9327 -5.5621 7.1715  -0.204
H -1.9998 7.3124 -2.6316  0.127
H -2.9093 1.8149 -3.0673  0.100
H -1.2671 7.9373 -0.5171  0.106
H -0.0488 8.4999 -1.5418  0.128
C 3.4559 -1.8458 -2.4655  -0.195
C -1.3200 6.6569 -2.0873  -0.142
H -1.9528 3.6472 -4.8343  0.116
H -2.1728 -1.6821 -4.6554  0.098
C -2.6687 5.5496 1.9427  -0.165
C 8.3764 -2.2564 0.5528  -0.103
H -1.8328 -1.3286 3.3547  0.090
C 1.9146 -2.0930 -2.5026  -0.183
H -1.3912 0.9685 -2.8370  0.059
H -1.4108 4.6382 3.4145  0.095
H -1.7621 1.8458 -0.0782  0.065
C -2.9582 4.3411 1.0770  -0.258
C -0.1595 -2.8421 5.2603  -0.216
C -1.8518 1.8239 -3.3313  -0.106
H 3.7585 -0.8063 -2.5918  0.111
C 1.3713 -0.6663 -4.3346  -0.109
H 0.6882 7.3089 4.6849  0.117
O -4.0883 -6.1789 6.3158  -0.214
N -1.6776 -4.2914 6.5119  -0.056
H 5.0847 -5.7507 -5.7761  0.086
O -3.6329 -2.0813 -6.5331  -0.190
Cd 1.5251 2.6675 0.5440  1.524
H -4.2217 -3.0446 -4.2504  0.098
H 8.7155 -2.7283 -0.3694  0.091
N -1.3733 5.3748 2.7245  -0.043
N -3.3302 -3.2895 -3.8438  -0.043
H 0.8090 -0.7203 -5.2669  0.085